{"formula": "C17H27NO4", "method": "ωB97M-V/def2-TZVPD", "elements": ["C", "C", "H", "H", "O", "C", "C", "C", "C", "C", "C", "O", "C", "C", "H", "H", "H", "H", "H", "O", "C", "C", "H", "H", "H", "H", "H", "H", "C", "O", "N", "H", "C", "C", "H", "H", "H", "C", "C", "H", "H", "H", "H", "H", "H", "H", "H", "H", "H"], "coordinates": [[-1.93, -4.15, 0.15], [-2.27, -3.28, -1.06], [-1.46, -3.31, -1.80], [-3.18, -3.65, -1.53], [-2.57, -1.95, -0.70], [-1.56, -1.09, -0.42], [-0.21, -1.37, -0.47], [0.74, -0.41, -0.13], [0.33, 0.87, 0.20], [-1.02, 1.19, 0.23], [-1.98, 0.21, -0.04], [-3.33, 0.43, 0.01], [-3.85, 1.15, 1.12], [-5.13, 0.46, 1.57], [-4.91, -0.56, 1.89], [-5.57, 1.01, 2.40], [-5.84, 0.42, 0.75], [-4.07, 2.19, 0.81], [-3.12, 1.19, 1.93], [-1.38, 2.49, 0.53], [-1.85, 3.24, -0.58], [-0.73, 3.60, -1.55], [-0.29, 2.70, -1.98], [-1.12, 4.22, -2.35], [0.05, 4.15, -1.03], [-2.63, 2.68, -1.12], [-2.28, 4.14, -0.14], [1.03, 1.66, 0.40], [2.17, -0.82, -0.21], [2.55, -1.72, -0.94], [3.01, -0.13, 0.60], [2.64, 0.57, 1.22], [4.44, -0.34, 0.63], [4.87, -0.80, 2.03], [4.66, -0.03, 2.76], [5.93, -1.02, 2.04], [4.32, -1.70, 2.31], [5.18, 0.93, 0.21], [4.83, 1.36, -1.21], [3.76, 1.55, -1.30], [5.09, 0.57, -1.91], [5.37, 2.26, -1.48], [6.25, 0.76, 0.29], [4.92, 1.74, 0.91], [4.64, -1.14, -0.10], [0.16, -2.34, -0.76], [-2.75, -4.13, 0.86], [-1.77, -5.18, -0.17], [-1.03, -3.80, 0.64]], "mulliken_charge": [-1.09, -0.47, 0.38, 0.38, -0.48, 0.27, -0.36, 0.22, -0.30, -0.41, 0.73, -0.49, -0.11, -1.35, 0.32, 0.40, 0.32, 0.23, 0.34, -0.49, -0.20, -1.27, 0.31, 0.41, 0.31, 0.25, 0.38, 0.35, 0.31, -0.70, -0.08, 0.30, 0.11, -1.60, 0.33, 0.41, 0.41, -0.59, -1.13, 0.20, 0.30, 0.41, 0.35, 0.32, 0.36, 0.68, 0.32, 0.38, 0.33], "e_tot_ev": -27747.1502, "orbital_gap_ev": 9.10, "relative_energy_kj_mol": 112.4, "homo_energy_ev": -8.3046, "charge": 0, "smiles": "CCOc1cc(C(=O)N[C@H](C)CC)cc(OCC)c1OCC"}

---

{"formula": "C65H80ClF6N16O5S3", "method": "ωB97M-V/def2-TZVPD", "elements": ["C", "O", "C", "Cl", "C", "C", "C", "S", "C", "S", "N", "C", "C", "N", "C", "C", "C", "C", "O", "C", "F", "F", "F", "C", "O", "O", "N", "C", "C", "S", "C", "N", "N", "C", "O", "C", "C", "C", "F", "F", "F", "H", "H", "H", "H", "H", "H", "H", "H", "H", "H", "H", "H", "H", "H", "H", "H", "H", "H", "H", "H", "H", "H", "H", "H", "H", "N", "C", "C", "C", "C", "H", "H", "H", "H", "H", "N", "C", "C", "C", "C", "H", "H", "H", "H", "H", "N", "C", "C", "C", "C", "H", "H", "H", "H", "H", "N", "C", "C", "C", "C", "H", "H", "H", "H", "H", "N", "C", "C", "C", "C", "H", "H", "H", "H", "H", "N", "C", "C", "C", "C", "H", "H", "H", "H", "H", "N", "C", "C", "C", "C", "H", "H", "H", "H", "H", "N", "C", "C", "C", "C", "H", "H", "H", "H", "H", "N", "C", "C", "C", "C", "H", "H", "H", "H", "H", "N", "C", "C", "C", "C", "H", "H", "H", "H", "H", "N", "C", "C", "C", "C", "H", "H", "H", "H", "H"], "coordinates": [[-2.40, -3.67, 1.95], [-1.88, -3.10, 0.79], [-2.59, -2.15, 0.12], [-3.90, -3.24, -0.77], [-3.40, -1.20, 0.99], [-4.81, -1.57, 1.48], [-5.93, -1.06, 0.59], [-7.53, -1.40, 1.40], [-8.67, -0.94, 0.10], [-9.28, -2.02, -0.91], [-9.03, 0.43, 0.02], [-10.29, 0.98, 0.18], [-10.12, 2.32, 0.01], [-8.80, 2.62, -0.27], [-8.18, 1.46, -0.23], [-1.61, -1.44, -0.95], [-1.82, -2.05, -2.36], [-3.06, -1.87, -3.29], [-2.63, -1.66, -4.64], [-4.19, -0.85, -3.01], [-5.38, -1.43, -3.28], [-4.13, 0.19, -3.87], [-4.28, -0.38, -1.77], [-0.14, -2.02, -0.60], [0.43, -2.67, -1.50], [0.39, -1.76, 0.50], [-1.63, 0.03, -0.88], [-1.61, 0.78, -2.12], [-2.54, 2.04, -2.13], [-3.46, 2.30, -0.59], [-2.84, 3.84, -0.10], [-1.64, 4.29, -0.30], [-1.60, 5.58, 0.23], [-2.78, 5.78, 0.72], [-3.61, 4.76, 0.56], [-0.70, 0.73, 0.00], [-0.94, 0.64, 1.50], [0.05, 1.47, 2.30], [0.64, 0.70, 3.25], [-0.55, 2.48, 2.96], [1.05, 1.99, 1.58], [-1.68, -4.40, 2.30], [-3.35, -4.20, 1.81], [-2.54, -2.97, 2.77], [-3.48, -0.20, 0.57], [-2.83, -1.07, 1.91], [-4.94, -1.02, 2.43], [-4.94, -2.60, 1.77], [-5.94, -1.52, -0.39], [-5.82, 0.02, 0.45], [-11.17, 0.40, 0.38], [-10.86, 3.09, 0.06], [-7.12, 1.42, -0.40], [-0.99, -1.67, -2.94], [-1.66, -3.12, -2.26], [-3.56, -2.83, -3.36], [-1.99, -0.94, -4.67], [-0.60, 1.18, -2.27], [-1.82, 0.27, -3.05], [-1.92, 2.92, -2.27], [-3.24, 2.03, -2.95], [-3.05, 6.70, 1.22], [0.35, 0.53, -0.20], [-0.78, 1.80, -0.19], [-0.93, -0.36, 1.90], [-1.92, 1.07, 1.73], [-0.18, 8.20, 0.24], [1.14, 8.24, -0.07], [1.52, 9.56, -0.16], [0.36, 10.34, 0.11], [-0.67, 9.47, 0.36], [-0.72, 7.35, 0.36], [1.71, 7.33, -0.20], [2.50, 9.92, -0.40], [0.30, 11.42, 0.12], [-1.70, 9.65, 0.60], [2.38, 10.83, 5.36], [1.53, 10.06, 4.60], [1.64, 10.47, 3.30], [2.61, 11.52, 3.27], [3.04, 11.71, 4.56], [2.49, 10.75, 6.35], [0.91, 9.30, 5.05], [1.11, 10.07, 2.46], [2.94, 12.06, 2.40], [3.76, 12.40, 4.96], [1.55, -2.26, 3.18], [2.74, -2.81, 2.82], [3.09, -3.72, 3.79], [2.06, -3.71, 4.77], [1.13, -2.79, 4.35], [1.06, -1.56, 2.63], [3.23, -2.52, 1.91], [3.99, -4.32, 3.79], [2.01, -4.30, 5.67], [0.20, -2.48, 4.80], [-1.84, 6.93, -2.70], [-0.98, 7.93, -3.04], [-1.46, 8.54, -4.17], [-2.67, 7.88, -4.52], [-2.88, 6.90, -3.59], [-1.74, 6.32, -1.91], [-0.10, 8.13, -2.45], [-1.00, 9.37, -4.68], [-3.31, 8.11, -5.35], [-3.68, 6.18, -3.49], [-0.75, -3.64, -5.71], [-0.28, -3.39, -6.97], [0.68, -4.32, -7.26], [0.79, -5.17, -6.13], [-0.11, -4.73, -5.19], [-1.47, -3.09, -5.25], [-0.66, -2.56, -7.54], [1.25, -4.38, -8.17], [1.45, -6.02, -6.01], [-0.35, -5.09, -4.21], [3.34, -7.05, 3.86], [4.60, -7.45, 4.20], [4.96, -8.48, 3.36], [3.87, -8.70, 2.48], [2.89, -7.80, 2.81], [2.83, -6.31, 4.31], [5.14, -6.97, 5.00], [5.90, -9.01, 3.38], [3.81, -9.44, 1.70], [1.91, -7.63, 2.40], [5.71, 3.66, 0.87], [6.27, 2.42, 0.79], [5.28, 1.50, 1.02], [4.08, 2.22, 1.25], [4.38, 3.55, 1.15], [6.20, 4.53, 0.75], [7.32, 2.29, 0.57], [5.41, 0.43, 1.02], [3.11, 1.80, 1.46], [3.75, 4.42, 1.26], [3.88, -10.52, 5.93], [2.87, -10.07, 6.73], [2.52, -11.08, 7.58], [3.35, -12.19, 7.29], [4.18, -11.81, 6.27], [4.33, -9.99, 5.21], [2.49, -9.06, 6.62], [1.75, -11.03, 8.34], [3.35, -13.15, 7.77], [4.96, -12.35, 5.75], [6.26, -15.42, 6.25], [4.99, -15.66, 6.69], [5.00, -15.66, 8.05], [6.34, -15.40, 8.46], [7.09, -15.25, 7.33], [6.54, -15.36, 5.29], [4.18, -15.81, 5.99], [4.15, -15.83, 8.69], [6.70, -15.33, 9.47], [8.14, -15.05, 7.20], [-1.15, -0.17, -9.20], [0.19, -0.10, -9.46], [0.57, 1.21, -9.40], [-0.60, 1.97, -9.09], [-1.64, 1.09, -8.97], [-1.69, -1.02, -9.18], [0.76, -0.99, -9.66], [1.56, 1.59, -9.56], [-0.66, 3.04, -8.97], [-2.68, 1.24, -8.74], [1.67, 10.82, -5.19], [2.13, 11.08, -6.45], [3.15, 10.20, -6.71], [3.31, 9.38, -5.56], [2.38, 9.79, -4.64], [0.93, 11.31, -4.73], [1.70, 11.86, -7.05], [3.72, 10.15, -7.62], [4.02, 8.58, -5.43], [2.16, 9.43, -3.65]], "mulliken_charge": [-0.86, -0.18, 0.79, -0.23, -0.02, -1.94, 0.38, -0.15, 0.09, -0.16, 0.28, -0.14, -0.55, -0.60, -0.24, 2.37, -3.31, -1.30, -0.72, 0.52, -0.37, -0.36, 0.35, -0.67, -0.81, -0.39, 1.43, -0.38, -1.49, 0.09, 0.23, -0.21, -0.84, -0.12, -0.33, -2.22, -0.07, 0.61, -0.31, -0.33, -0.29, 0.36, 0.25, 0.33, -0.59, 0.28, 0.68, 0.42, 0.18, -0.10, 0.41, 0.42, 0.57, 0.92, 1.07, 0.93, 0.52, 0.96, -0.35, 0.64, 0.78, 0.52, 0.18, 1.45, 0.03, 0.14, 0.45, -0.75, -0.34, -0.89, -0.32, 0.31, 0.48, 0.50, 0.53, 0.39, 0.03, -0.91, 0.41, -0.59, -0.56, 0.17, 0.36, 0.31, 0.39, 0.38, 0.35, -0.79, -0.49, -0.86, -0.43, 0.29, 0.50, 0.47, 0.47, 0.48, 0.12, -0.65, -0.24, -0.91, -0.26, 0.39, 0.31, 0.39, 0.40, 0.46, 0.09, -0.04, -0.50, -0.69, -0.40, 0.41, 0.07, 0.38, 0.40, 0.39, 0.25, -0.41, -0.75, -0.28, -0.73, 0.19, 0.37, 0.54, 0.41, 0.45, 0.04, -0.42, -0.92, 0.35, -0.95, 0.17, 0.38, 0.39, 0.53, 0.45, 0.16, -0.21, -0.98, -0.03, -0.71, 0.18, 0.39, 0.38, 0.40, 0.40, 0.03, -0.57, -0.30, -0.36, -0.57, 0.19, 0.37, 0.46, 0.39, 0.38, -0.01, -0.44, -0.43, -0.39, -0.55, 0.23, 0.39, 0.40, 0.41, 0.39, 0.03, -0.53, -0.42, -0.53, -0.28, 0.23, 0.39, 0.38, 0.41, 0.35], "e_tot_ev": -164112.5237, "orbital_gap_ev": 6.29, "homo_energy_ev": -5.9628, "charge": -1}

---

{"formula": "C9H14", "method": "ωB97M-V/def2-TZVPD", "elements": ["C", "C", "C", "C", "C", "C", "C", "H", "H", "H", "H", "H", "H", "H", "H", "C", "C", "H", "H", "H", "H", "H", "H"], "coordinates": [[2.85, -1.78, -1.61], [0.16, -0.39, 1.38], [1.38, 0.22, 1.25], [-0.09, -1.59, 0.72], [2.33, -0.34, 0.37], [0.82, -2.10, -0.17], [2.03, -1.43, -0.42], [-0.61, 0.16, 1.90], [1.71, 1.12, 1.74], [-1.09, -1.96, 0.92], [3.35, 0.04, 0.41], [0.75, -3.05, -0.70], [2.41, -1.24, -2.44], [2.90, -2.85, -1.78], [3.87, -1.39, -1.51], [-2.81, 2.76, -0.37], [-2.82, 1.40, 0.34], [-3.83, 3.13, -0.42], [-2.29, 3.49, 0.25], [-2.35, 2.73, -1.36], [-3.60, 1.37, 1.11], [-1.85, 1.10, 0.70], [-3.22, 0.62, -0.31]], "mulliken_charge": [-1.36, -0.52, -0.55, -0.54, -0.35, -0.29, 0.68, 0.62, 0.38, 0.35, 0.29, 0.32, 0.28, 0.37, 0.36, -0.91, -0.52, 0.29, 0.27, 0.28, 0.35, -0.10, 0.29], "e_tot_ev": -9559.5345, "orbital_gap_ev": 10.00, "relative_energy_kj_mol": 62.4, "homo_energy_ev": -8.9784, "charge": 0, "smiles": "Cc1ccccc1.CC"}

---

{"formula": "C30H33BClFeN8O2", "method": "ωB97M-V/def2-TZVPD", "elements": ["Fe", "C", "C", "N", "N", "C", "O", "C", "C", "C", "C", "C", "C", "C", "C", "C", "C", "C", "N", "H", "H", "H", "H", "H", "H", "H", "H", "H", "H", "H", "H", "B", "N", "C", "C", "C", "N", "N", "C", "C", "C", "N", "H", "H", "H", "H", "H", "H", "H", "H", "C", "N", "C", "C", "O", "H", "H", "H", "H", "H", "H", "H", "Cl", "C", "C", "C", "C", "C", "C", "C", "H", "H", "H", "H", "H", "H"], "coordinates": [[0.91, 0.36, 0.21], [1.19, -3.02, -2.32], [1.11, -1.66, -1.70], [1.37, -1.38, -0.48], [1.80, -2.31, 0.43], [1.98, -1.69, 1.59], [1.77, -0.46, 1.83], [2.45, -2.54, 2.73], [2.83, -1.93, 3.92], [3.22, -2.70, 5.00], [3.23, -4.08, 4.91], [2.84, -4.70, 3.73], [2.45, -3.93, 2.64], [0.73, -0.45, -2.49], [0.58, -0.46, -3.87], [0.38, 0.75, -4.52], [0.37, 1.92, -3.78], [0.49, 1.83, -2.40], [0.64, 0.68, -1.77], [1.31, -3.76, -1.53], [2.05, -3.09, -2.99], [0.29, -3.22, -2.89], [2.80, -0.85, 3.97], [3.53, -2.21, 5.92], [3.53, -4.68, 5.76], [2.84, -5.78, 3.66], [2.15, -4.40, 1.71], [0.62, -1.39, -4.42], [0.26, 0.77, -5.59], [0.23, 2.88, -4.25], [0.43, 2.71, -1.78], [2.29, 3.55, 1.03], [3.05, 2.44, 0.24], [4.31, 2.63, -0.17], [4.74, 1.49, -0.82], [3.65, 0.63, -0.75], [2.64, 1.22, -0.10], [0.83, 3.15, 1.40], [0.03, 3.95, 2.11], [-1.19, 3.32, 2.28], [-1.03, 2.10, 1.63], [0.19, 2.00, 1.11], [2.90, 3.78, 2.06], [2.25, 4.54, 0.33], [4.81, 3.56, 0.02], [5.70, 1.30, -1.27], [3.53, -0.37, -1.13], [0.38, 4.92, 2.42], [-2.06, 3.70, 2.79], [-1.74, 1.31, 1.47], [-2.46, -2.74, 3.24], [-2.26, -1.72, 2.23], [-3.33, -0.78, 1.89], [-1.06, -1.57, 1.66], [-0.81, -0.69, 0.84], [-3.38, -2.52, 3.79], [-1.64, -2.75, 3.95], [-2.57, -3.73, 2.80], [-4.29, -1.23, 2.11], [-3.27, -0.53, 0.83], [-3.23, 0.15, 2.46], [-0.33, -2.33, 1.97], [-6.58, 2.08, -5.65], [-5.36, 1.77, -4.42], [-4.53, 2.79, -3.97], [-3.58, 2.55, -3.00], [-3.38, 1.25, -2.40], [-2.43, 1.00, -1.43], [-4.27, 0.23, -2.92], [-5.22, 0.49, -3.88], [-4.63, 3.78, -4.39], [-2.95, 3.37, -2.67], [-2.28, 0.01, -1.04], [-1.76, 1.79, -1.12], [-4.18, -0.77, -2.52], [-5.86, -0.31, -4.23]], "mulliken_charge": [0.03, -2.24, 1.17, 1.82, -1.55, -0.11, -0.79, 0.43, -0.41, -0.68, -0.34, -0.77, -0.15, 0.43, -0.83, -0.68, -0.81, -0.39, 0.72, 0.38, 0.35, 0.46, 0.45, 0.40, 0.37, 0.38, 0.47, 0.47, 0.40, 0.45, 0.41, 0.14, -0.79, -0.17, -1.35, -0.29, 1.30, -0.30, -0.23, -1.40, -0.42, 1.06, -0.18, -0.16, 0.41, 0.41, 0.53, 0.43, 0.40, 0.56, -1.07, 0.30, -0.91, -0.19, -0.26, 0.39, 0.39, 0.29, 0.48, 0.21, 0.32, 0.25, -0.32, 0.20, -0.61, -0.40, 0.69, -0.69, -0.44, -0.58, 0.35, 0.33, -0.16, -0.02, 0.29, 0.34], "e_tot_ev": -95249.8204, "orbital_gap_ev": 4.11, "relative_energy_kj_mol": 45.7, "homo_energy_ev": -1.9364, "charge": -1}

---

{"formula": "C3H10ClN2", "method": "ωB97M-V/def2-TZVPD", "elements": ["C", "C", "C", "N", "N", "Cl", "H", "H", "H", "H", "H", "H", "H", "H", "H", "H"], "coordinates": [[0.70, -0.76, 0.77], [-1.55, 1.04, 0.40], [0.45, 0.70, 0.36], [0.81, 0.80, -0.96], [0.15, -1.45, -0.40], [-2.40, -0.25, -0.49], [0.27, -1.03, 1.67], [1.71, -0.90, 0.78], [-1.56, 1.90, -0.23], [-1.82, 1.08, 1.43], [0.81, 1.43, 1.04], [1.69, 0.41, -1.12], [0.82, 1.72, -1.40], [0.60, -2.29, -0.52], [0.12, -0.63, -1.09], [-0.78, -1.77, -0.26]], "mulliken_charge": [-0.64, -0.42, -0.52, -0.47, -0.15, -0.19, 0.36, 0.41, 0.35, 0.39, 0.46, 0.22, 0.23, 0.30, 0.48, 0.16], "e_tot_ev": -18767.2023, "orbital_gap_ev": 10.57, "relative_energy_kj_mol": 160.1, "homo_energy_ev": -13.6437, "charge": 1}

---

{"formula": "C2H2OS2", "method": "ωB97M-V/def2-TZVPD", "elements": ["C", "C", "O", "S", "S", "H", "H"], "coordinates": [[-0.53, -0.01, 0.60], [0.63, -0.09, -0.37], [-1.67, -0.09, 0.28], [1.91, 0.99, 0.12], [2.10, -1.09, 0.06], [-0.38, -0.06, 1.73], [0.44, -0.01, -1.74]], "mulliken_charge": [-0.09, 0.03, -0.40, -0.12, -0.10, 0.35, 0.33], "e_tot_ev": -25822.0770, "orbital_gap_ev": 8.60, "relative_energy_kj_mol": 160.6, "homo_energy_ev": -9.0697, "charge": 0}